## P
{
  "formula": "C2F6NO4S2Sn",
  "method": "ωB97M-V/def2-TZVPD",
  "symbols": ["Sn", "C", "F", "F", "F", "S", "O", "O", "N", "S", "O", "O", "C", "F", "F", "F"],
  "xyz": [[-2.964, 0.852, 1.609], [1.808, -0.893, 1.537], [2.550, -1.927, 1.903], [1.440, -0.191, 2.589], [2.553, -0.119, 0.750], [0.246, -1.543, 0.632], [0.686, -2.296, -0.511], [-0.471, -2.398, 1.551], [-0.677, -0.127, 0.300], [-0.306, 0.174, -1.230], [1.098, 0.374, -1.504], [-1.025, -0.684, -2.134], [-1.074, 1.907, -1.352], [-0.911, 2.317, -2.599], [-2.389, 1.785, -1.065], [-0.562, 2.771, -0.475]],
  "charge": 1,
  "molar_mass_da": 398.858,
  "gap_ev": 5.2417,
  "homo_energy_ev": -14.20
}

***

## Q
{
  "formula": "C2F6NO4S2Sn",
  "method": "ωB97M-V/def2-TZVPD",
  "symbols": ["Sn", "C", "F", "F", "F", "S", "O", "O", "N", "S", "O", "O", "C", "F", "F", "F"],
  "xyz": [[4.622, 0.583, 1.925], [-1.759, 0.523, 1.709], [-2.802, -0.253, 1.980], [-2.136, 1.144, 0.569], [-1.644, 1.439, 2.623], [-0.213, -0.637, 1.495], [0.619, -0.601, 2.703], [-0.684, -1.966, 1.233], [0.734, 0.167, 0.244], [0.182, -0.647, -0.989], [0.812, -1.906, -1.165], [-1.281, -0.621, -1.173], [0.789, 0.452, -2.540], [2.094, 0.450, -2.631], [0.227, 0.156, -3.654], [0.440, 1.717, -2.329]],
  "charge": 1,
  "molar_mass_da": 398.858,
  "gap_ev": 3.2723,
  "homo_energy_ev": -12.83
}

***

It is P that is most stable; the runner-up trails by 0.1320 hartree.